No. 1
180
Properties=species:S:1:pos:R:3 method="wB97M-V/def2-TZVPD" charge=-1 spin_multiplicity=2
C -8.7385 1.3461 -5.8271
C -8.2487 0.3698 -4.6819
C -8.1272 -1.1311 -5.1485
N -7.3425 -2.0432 -4.1357
C -8.1324 -2.0504 -2.7986
C -7.2432 -3.4418 -4.8444
C -5.9815 -4.0837 -4.1551
C -5.0834 -2.9118 -3.5291
C -5.8435 -1.6783 -4.0389
H -8.2559 1.0484 -6.7581
H -8.6632 2.3970 -5.5480
H -9.7987 1.2229 -6.0482
H -9.0662 0.3724 -3.9609
H -7.3360 0.8137 -4.2844
H -7.5703 -1.1229 -6.0855
H -9.1484 -1.4866 -5.2858
H -8.3251 -1.0167 -2.5116
H -7.5809 -2.5711 -2.0157
H -9.0897 -2.4973 -3.0670
H -8.1429 -4.0547 -4.7909
H -6.9254 -3.3020 -5.8776
H -6.0481 -4.8782 -3.4119
H -5.4478 -4.5037 -5.0077
H -5.3383 -3.0522 -2.4787
H -4.0186 -3.0168 -3.7370
H -5.7532 -0.8085 -3.3881
H -5.5206 -1.3008 -5.0091
C -0.2401 -2.9904 5.6546
C -1.0479 -1.6838 5.3441
C -2.5816 -1.7358 5.6494
N -3.3518 -0.4173 5.1270
C -2.9836 0.6940 6.1203
C -4.9156 -0.6823 5.1463
C -5.5063 0.3782 4.2951
C -4.3237 0.7307 3.2844
C -3.0516 -0.0062 3.6744
H -0.5755 -3.6109 4.8237
H -0.2786 -3.4974 6.6188
H 0.7959 -2.8218 5.3606
H -0.8567 -1.2053 4.3836
H -0.6464 -0.8717 5.9502
H -2.7835 -1.7584 6.7204
H -3.0779 -2.5531 5.1262
H -3.2541 0.3643 7.1235
H -3.6065 1.5114 5.7571
H -1.9047 0.8226 6.0343
H -5.3708 -0.6823 6.1367
H -4.9894 -1.6673 4.6855
H -5.9529 1.2058 4.8462
H -6.2686 -0.0757 3.6619
H -4.1767 1.8064 3.1876
H -4.6553 0.4812 2.2765
H -2.1342 0.5675 3.5427
H -2.9210 -0.8873 3.0461
C 3.4596 1.1309 -1.0454
C 3.3153 2.0831 -2.3006
C 4.4223 1.7261 -3.3808
N 4.3297 2.6112 -4.6257
C 3.0045 2.4588 -5.4016
C 5.4358 2.4267 -5.6474
C 5.6551 3.7414 -6.3193
C 5.2000 4.8557 -5.3132
C 4.6411 4.0986 -4.1147
H 2.5235 1.2796 -0.5071
H 4.0935 1.4700 -0.2261
H 3.5467 0.1259 -1.4582
H 3.3946 3.1008 -1.9185
H 2.3286 2.1036 -2.7634
H 4.3906 0.7007 -3.7491
H 5.3606 1.8666 -2.8440
H 3.0414 3.1031 -6.2801
H 2.1800 2.8639 -4.8149
H 3.0119 1.4167 -5.7211
H 5.4105 1.5962 -6.3529
H 6.1650 2.1342 -4.8919
H 5.0354 3.7570 -7.2158
H 6.7139 3.8892 -6.5320
H 4.3887 5.4434 -5.7427
H 6.1028 5.4118 -5.0603
H 3.7375 4.5305 -3.6845
H 5.3066 4.0610 -3.2523
C 3.9916 -1.4761 5.0370
C 4.8315 -0.8019 6.0945
C 5.9365 -1.7288 6.5423
N 6.9664 -1.1540 7.5773
C 7.6794 0.0662 6.9693
C 6.3571 -0.7224 8.9275
C 6.4537 -1.8636 9.9772
C 7.2880 -2.9977 9.2830
C 7.9417 -2.2869 8.0294
H 4.6084 -1.8470 4.2183
H 3.2527 -0.7776 4.6444
H 3.5053 -2.3732 5.4202
H 4.2108 -0.5945 6.9661
H 5.2047 0.1492 5.7146
H 6.5174 -1.9952 5.6594
H 5.5512 -2.6156 7.0455
H 7.0750 0.9529 6.7782
H 8.0581 -0.2825 6.0086
H 8.5660 0.2512 7.5758
H 7.0994 -0.0195 9.3058
H 5.3855 -0.2387 8.8272
H 6.9069 -1.5420 10.9149
H 5.5067 -2.2955 10.3011
H 7.9697 -3.4425 10.0079
H 6.7087 -3.7723 8.7806
H 8.8580 -1.7530 8.2813
H 8.0516 -3.0491 7.2579
C 1.9806 -1.5008 2.3272
C 1.3542 -0.6995 1.2028
C -0.2385 -0.8794 1.1227
N -0.9165 -0.0758 -0.0467
C -1.0531 1.4075 0.3801
C -2.3089 -0.6175 -0.3736
C -2.5714 -0.3463 -1.8294
C -1.2728 0.1132 -2.5303
C -0.2036 -0.1599 -1.3899
H 1.5563 -1.2842 3.3076
H 3.0503 -1.3050 2.4019
H 1.8975 -2.5760 2.1687
H 1.7873 -1.0803 0.2778
H 1.6979 0.3251 1.0606
H -0.8220 -0.5133 1.9675
H -0.5056 -1.9361 1.1304
H -0.0164 1.6405 0.6231
H -1.5563 1.5887 1.3299
H -1.6116 1.8795 -0.4282
H -2.9852 -0.0968 0.3044
H -2.2629 -1.6985 -0.2419
H -3.2686 0.4851 -1.9329
H -2.9418 -1.2394 -2.3328
H -1.4342 1.1321 -2.8822
H -1.0770 -0.5334 -3.3857
H 0.6783 0.4788 -1.3406
H 0.0389 -1.2204 -1.3229
N -0.5107 -3.9723 -0.1964
S 0.4223 -4.8556 0.5229
O 1.8917 -4.5806 0.5754
O -0.0234 -6.2265 0.6065
F -0.0462 -4.4031 2.0377
S 0.0507 -4.3068 -1.7284
O -0.1605 -5.6259 -2.2031
O 1.1750 -3.5026 -2.1338
F -1.1348 -3.4841 -2.5217
N -0.7444 2.3177 4.5128
S -1.0280 3.6940 3.9907
O -0.9962 3.9319 2.5914
O -0.7383 4.8075 4.8235
F -2.5987 3.6839 4.2830
S 0.9052 2.4416 4.1608
O 1.6938 3.4182 4.9257
O 1.3025 2.2139 2.7684
F 1.3094 0.9932 4.8433
N 3.5053 -0.9379 -5.5247
S 3.1723 -1.8814 -4.3901
O 3.8553 -1.7093 -3.1028
O 2.6650 -3.2074 -4.7608
F 1.7584 -1.1966 -4.0117
S 5.0862 -1.4863 -5.6563
O 5.3046 -2.9556 -5.8812
O 6.0764 -0.7588 -4.8948
F 5.4287 -0.9076 -7.0960
N 1.4241 4.8002 -3.4583
S 0.8347 5.4901 -4.8754
O -0.1662 6.5669 -4.8744
O 0.9893 4.6371 -6.0565
F 2.2378 6.3625 -4.9813
S 0.1629 4.8357 -2.7376
O -0.9351 4.0447 -3.3579
O -0.2282 6.0794 -2.0928
F 0.5712 3.8841 -1.5310
N -4.8536 2.6664 -6.5854
S -3.9871 2.0216 -5.2725
O -2.6241 1.5033 -5.4882
O -4.7676 1.3379 -4.2804
F -3.6073 3.4392 -4.6048
S -4.6583 1.5654 -7.5827
O -5.4756 0.3370 -7.5078
O -3.3657 1.4637 -8.2134
F -5.4152 2.3636 -8.7405

---

No. 2
The following is a quantum chemistry calculation of a cluster of 18 separate species, C40H91N5O13S7 in total at a distorted geometry, from the OMol25 dataset.

Geometry as XYZ:
```
156
C40H91N5O13S7, DFT wB97M-V/def2-TZVPD
C -32.4432 -27.0618 13.7143
O -32.8254 -26.8407 12.3824
H -31.4006 -26.8440 13.9457
H -33.0027 -26.3637 14.3371
H -32.6196 -28.0402 14.1612
H -33.7343 -27.1348 12.2874
C -30.3512 -24.0564 12.1373
O -30.8304 -22.7804 12.6576
H -30.2644 -24.7275 12.9918
H -31.1178 -24.5219 11.5178
H -29.3403 -24.0089 11.7324
H -30.1155 -22.4022 13.1748
C -26.2512 -26.9393 15.0478
O -27.4535 -26.2396 14.8680
H -25.8427 -26.7435 16.0392
H -26.4608 -28.0087 15.0260
H -25.4991 -26.6693 14.3065
H -28.0733 -26.4402 15.5731
C -27.9433 -27.4172 18.1859
O -28.8855 -27.6942 17.1318
H -26.8973 -27.7088 18.0905
H -28.0353 -26.3515 18.3955
H -28.2829 -27.9043 19.1000
H -29.7619 -27.8156 17.5041
C -27.9942 -22.3825 14.4036
O -29.2959 -21.8889 14.6013
H -27.6003 -22.9502 15.2466
H -27.9659 -23.0094 13.5124
H -27.3180 -21.5446 14.2339
H -29.3550 -21.3767 15.4112
C -20.9447 -24.3230 10.1108
O -21.3651 -25.6318 10.3206
H -21.2041 -23.7201 10.9810
H -19.8697 -24.3106 9.9307
H -21.4816 -23.8560 9.2852
H -22.2548 -25.5730 10.6763
N -27.8000 -30.5767 12.1308
C -27.9204 -29.9689 10.9004
C -28.1455 -28.6226 11.1354
C -28.2912 -28.4451 12.5500
C -28.0288 -29.6876 13.1446
H -27.6514 -31.5708 12.2300
H -27.7378 -30.5235 9.9918
H -28.2018 -27.7928 10.4464
H -28.5592 -27.5121 13.0234
H -28.0453 -30.0017 14.1778
N -24.7324 -31.7662 16.3498
C -25.8418 -31.3133 15.7584
C -26.7339 -30.8916 16.7431
C -26.2159 -31.2574 17.9821
C -24.9666 -31.7706 17.7108
H -23.8710 -32.0861 15.9306
H -25.9066 -31.2713 14.6812
H -27.5892 -30.2713 16.5196
H -26.7411 -31.1689 18.9216
H -24.1558 -32.1440 18.3187
N -32.3915 -22.0719 18.3132
C -31.1504 -21.5671 18.6556
C -30.2099 -22.2498 17.9357
C -30.8136 -23.1798 17.1101
C -32.1773 -22.9557 17.2701
H -33.2515 -21.6854 18.6753
H -31.1598 -20.8810 19.4896
H -29.1388 -22.1716 18.0499
H -30.4068 -23.9763 16.5046
H -33.0592 -23.3040 16.7531
N -30.9137 -32.4584 17.0896
C -30.3983 -33.0483 15.9540
C -30.2660 -32.0732 15.0244
C -30.7198 -30.8724 15.6151
C -30.8952 -31.1086 16.9769
H -31.1096 -32.9460 17.9521
H -30.3542 -34.1259 16.0096
H -29.8664 -32.1882 14.0276
H -30.6978 -29.9376 15.0748
H -31.1450 -30.4842 17.8220
N -23.8377 -23.6564 13.5574
C -23.3290 -22.6389 12.7835
C -22.8249 -21.6690 13.5573
C -23.0946 -22.0272 14.8772
C -23.6282 -23.3126 14.8631
H -24.2520 -24.4684 13.1225
H -23.4584 -22.7259 11.7148
H -22.2424 -20.8171 13.2388
H -22.7356 -21.3766 15.6609
H -24.0450 -23.9002 15.6677
C -24.5965 -24.3590 8.6948
S -24.9489 -25.6838 9.9393
O -23.7777 -25.8235 10.8998
C -26.2209 -24.7202 10.7979
H -23.8307 -23.6411 8.9884
H -25.4366 -23.7837 8.3059
H -24.2248 -24.9719 7.8736
H -25.8573 -23.7547 11.1497
H -26.6563 -25.2432 11.6494
H -27.0262 -24.4585 10.1115
C -24.4622 -29.2365 12.2457
S -23.2296 -29.2821 13.7131
O -22.1561 -30.3138 13.3994
C -22.5058 -27.6320 13.2819
H -24.9502 -30.1628 11.9426
H -23.9420 -28.9043 11.3473
H -25.1798 -28.4727 12.5452
H -23.2623 -26.9359 12.9194
H -21.8639 -27.7615 12.4105
H -21.9545 -27.2952 14.1598
C -21.6283 -26.5570 18.1504
S -23.3751 -26.6627 17.5144
O -23.1543 -26.2220 16.0750
C -23.5726 -28.4864 17.5958
H -20.9365 -27.1639 17.5662
H -21.5425 -26.9718 19.1547
H -21.2923 -25.5204 18.1737
H -23.6695 -28.9601 18.5727
H -22.6619 -28.8941 17.1568
H -24.4426 -28.7413 16.9906
C -26.2528 -28.5682 22.9172
S -26.4659 -26.8611 22.1279
O -27.6993 -26.8882 21.2079
C -25.0444 -27.0027 20.9570
H -26.5904 -29.3249 22.2089
H -26.8683 -28.6095 23.8158
H -25.2302 -28.8076 23.2088
H -25.2937 -27.8531 20.3224
H -24.1705 -27.0920 21.6023
H -25.0495 -25.9862 20.5635
C -25.6690 -24.1301 18.4543
S -23.9832 -23.3178 18.4015
O -24.1522 -21.7980 18.3719
C -23.4347 -23.7483 20.1314
H -25.6608 -25.2118 18.5882
H -26.1565 -23.9534 17.4955
H -26.3120 -23.7394 19.2430
H -22.7475 -22.9793 20.4842
H -22.8759 -24.6842 20.1298
H -24.2395 -23.7462 20.8664
C -32.5562 -27.2100 20.7959
S -30.9930 -27.2276 19.8987
O -31.2717 -27.7087 18.4939
C -30.7737 -25.4288 19.7195
H -33.0282 -28.1696 20.5847
H -33.1641 -26.4308 20.3362
H -32.4610 -27.1946 21.8817
H -30.0212 -25.2342 18.9553
H -30.4338 -24.9628 20.6443
H -31.6293 -24.8817 19.3235
C -20.2279 -24.5591 14.2388
S -18.8504 -25.8035 14.4326
O -17.8352 -25.2712 13.4310
C -18.3514 -25.3276 16.1531
H -19.8750 -23.5281 14.2134
H -21.0156 -24.7667 14.9631
H -20.7606 -24.7584 13.3090
H -19.2182 -25.3611 16.8132
H -17.9329 -24.3244 16.2345
H -17.5508 -25.9765 16.5079
```

---

No. 3
The following is a quantum chemistry calculation of a structure of composition C40H94HgN4O16S4 at a distorted geometry, from the OMol25 dataset.

Geometry as XYZ:
```
159
C40H94HgN4O16S4, DFT wB97M-V/def2-TZVPD
Hg 3.3756 -0.4394 -5.0442
C 5.3096 -5.4503 -3.4901
C 4.8792 -4.1527 -4.1192
O 3.6669 -3.8332 -4.1184
O 5.7352 -3.3093 -4.4158
H 4.8861 -6.3421 -3.9520
H 5.0749 -5.4173 -2.4261
H 6.3965 -5.5234 -3.5269
C -0.4443 0.3723 -1.0297
C 1.0530 0.0663 -0.8575
C 1.3651 -1.3773 -0.5859
O 1.6998 0.5064 -2.0255
H -0.9194 0.1750 -1.9907
H -0.4415 1.4443 -0.8326
H -1.0062 -0.0824 -0.2138
H 1.4044 0.6916 -0.0367
H 0.8088 -1.9613 -1.3192
H 1.0999 -1.6805 0.4269
H 2.3951 -1.6584 -0.8055
C -3.0140 -3.6726 0.9285
C -4.0858 -4.7626 1.1743
C -4.5929 -4.8794 2.6645
O -5.1254 -4.3068 0.3257
H -2.2405 -3.8304 1.6801
H -3.4912 -2.6942 0.9846
H -2.6034 -3.8358 -0.0680
H -3.6466 -5.6908 0.8088
H -5.3666 -5.6454 2.7158
H -4.9802 -3.9628 3.1095
H -3.7469 -5.1948 3.2752
H -5.6509 -5.0677 0.0676
C 0.5028 5.4970 -3.6250
C 1.6714 5.9603 -2.7454
C 1.3700 6.0145 -1.1831
O 0.1908 6.7740 -0.7819
C 0.4334 8.1732 -0.8570
N 2.6733 4.9300 -2.9779
H 0.6876 5.5835 -4.6957
H -0.3940 6.1011 -3.4878
H 0.2749 4.4768 -3.3159
H 1.9808 6.9015 -3.1999
H 2.2457 6.3341 -0.6181
H 1.1762 5.0067 -0.8159
H 0.7655 8.6308 0.0749
H -0.3891 8.7393 -1.2941
H 1.1284 8.4052 -1.6640
H 3.3855 5.0808 -2.2778
H 2.3390 4.0494 -2.6133
C 4.3186 -4.1264 9.6771
C 3.6134 -4.5364 8.3327
C 2.3773 -3.7306 7.8429
O 1.7986 -4.2766 6.6986
C 1.4729 -3.3120 5.7481
N 4.7430 -4.6594 7.3984
H 4.9923 -4.8844 10.0766
H 3.4464 -4.0166 10.3217
H 4.8748 -3.2005 9.5305
H 3.1575 -5.4905 8.5972
H 2.5956 -2.6660 7.7584
H 1.6179 -3.7995 8.6219
H 0.6202 -2.7282 6.0949
H 1.1127 -3.8582 4.8763
H 2.3456 -2.7172 5.4785
H 5.1698 -3.7440 7.4004
H 4.3086 -4.7233 6.4888
C 6.8278 0.7993 -1.5488
C 7.1861 1.6636 -2.7708
C 8.6836 1.7759 -2.8480
O 9.0088 2.2052 -4.1815
C 10.3753 2.5202 -4.3117
N 6.6547 0.9987 -3.9582
H 6.8274 -0.2876 -1.6317
H 5.8156 1.0798 -1.2575
H 7.4637 1.1841 -0.7515
H 6.7256 2.6427 -2.6388
H 9.0945 0.8073 -2.5634
H 9.0756 2.4486 -2.0852
H 10.5902 3.5254 -3.9490
H 10.5091 2.5605 -5.3927
H 11.0625 1.7688 -3.9228
H 7.3761 1.2648 -4.6131
H 6.8224 0.0029 -3.9422
C -6.4878 7.0044 -1.3629
C -5.2050 6.2418 -0.9104
C -4.3811 5.5770 -2.1056
O -5.1180 4.5753 -2.7854
C -4.2732 3.9251 -3.7040
N -4.3272 7.1521 -0.2592
H -6.2675 7.7708 -2.1060
H -7.1236 7.3496 -0.5476
H -7.1073 6.3770 -2.0038
H -5.4170 5.5410 -0.1029
H -3.4026 5.1658 -1.8577
H -4.2162 6.3268 -2.8793
H -3.4239 3.3800 -3.2923
H -3.8691 4.6133 -4.4464
H -4.7608 3.1301 -4.2682
H -4.4230 8.0832 -0.6386
H -3.3612 6.8749 -0.3603
C -2.4671 -3.1637 -4.7201
C -3.4673 -2.4213 -5.5758
C -2.6454 -1.3907 -6.2614
S -1.0574 -2.2706 -6.7079
O 0.0452 -1.5271 -6.0698
O -1.0356 -2.6235 -8.0990
C -1.3843 -3.7037 -5.6051
H -3.0442 -3.9340 -4.2086
H -2.0605 -2.5373 -3.9261
H -4.2886 -1.8924 -5.0924
H -3.9394 -3.0668 -6.3165
H -2.1744 -0.7387 -5.5258
H -3.0569 -0.7946 -7.0759
H -0.4485 -3.9632 -5.1100
H -1.6350 -4.5782 -6.2054
C 3.6513 -7.9246 3.4925
C 3.2091 -6.6161 2.8757
C 2.0003 -6.8371 1.9452
S 0.9966 -8.1630 2.8902
O 0.8663 -9.3424 2.0320
O -0.1527 -7.5745 3.5655
C 2.4378 -8.4165 4.1602
H 4.4407 -7.6776 4.2025
H 4.0820 -8.6045 2.7575
H 3.9370 -6.1509 2.2110
H 3.0819 -5.9780 3.7503
H 2.2788 -7.1749 0.9470
H 1.3963 -5.9385 1.8195
H 2.4529 -9.4595 4.4765
H 2.2252 -7.7197 4.9709
C -7.8112 1.5761 0.5278
C -6.6073 0.8189 0.0486
C -6.8195 0.2730 -1.3541
S -8.5075 0.8169 -1.9279
O -9.4147 -0.2932 -1.6640
O -8.4480 1.3776 -3.2799
C -8.6382 2.1720 -0.6184
H -7.4638 2.3778 1.1796
H -8.4132 0.8876 1.1208
H -6.2826 0.1110 0.8111
H -5.7512 1.4935 0.0624
H -6.7031 -0.8065 -1.4504
H -6.1489 0.7388 -2.0761
H -9.6821 2.3685 -0.3741
H -8.1542 3.0623 -1.0199
C -0.7334 2.7667 4.1796
C -2.1098 3.3307 3.8597
C -1.9165 4.8249 3.4981
S -0.6766 5.4057 4.6718
O -1.3177 5.9591 5.8897
O 0.4178 6.1287 4.0194
C -0.1261 3.7232 5.1396
H -0.1975 2.5072 3.2666
H -0.9263 1.8048 4.6546
H -2.8705 3.3470 4.6402
H -2.6048 2.9614 2.9615
H -2.7746 5.4971 3.4999
H -1.3914 4.9285 2.5486
H -0.4635 3.5289 6.1577
H 0.9560 3.7741 5.2599
```

---

Per-record E, a.u.: -8610.447591 -5617.451489 -4748.962593